2 unconnected molecules or ions with the total composition C4H8FN2 in a non-equilibrium geometry. Source: OMol25; level of theory: wB97M-V/def2-TZVPD.

Its HOMO energy is -12.051 eV. Its total charge is +1. The frontier orbital gap comes out at 7.60 eV.

Structure (XYZ):
```
15
Properties=species:S:1:pos:R:3:lowdin_charge:R:1
C -1.45 -0.13 0.37 0.352
C -3.96 0.04 0.16 -0.070
C 1.40 -1.08 0.05 -0.232
C 2.48 -0.38 -0.27 -0.199
N -2.63 -0.09 0.32 0.037
N 3.38 0.27 0.54 0.036
F 0.55 -1.60 -0.92 -0.081
H -0.35 -0.11 0.17 0.094
H -4.56 -0.79 0.78 0.167
H -4.04 -0.30 -0.94 0.148
H 1.23 -1.72 1.01 0.156
H 2.48 0.17 -1.21 0.134
H 3.90 1.13 0.14 0.152
H 3.53 -0.08 1.55 0.144
H -4.50 1.08 0.30 0.162
```

***

A single C13H18N2O4 molecule in a non-equilibrium geometry. Source: OMol25; level of theory: wB97M-V/def2-TZVPD.

Its HOMO energy is -8.111 eV. Its SMILES is O=[N+]([O-])c1ccccc1OCCCN1CCOCC1. Its total charge is 0. The frontier orbital gap comes out at 7.83 eV.

Structure (XYZ):
```
37
Properties=species:S:1:pos:R:3:lowdin_charge:R:1
O 1.06 0.12 -2.15 0.090
N 1.90 -0.55 -1.58 -0.339
O 2.65 -1.33 -2.13 0.089
C 1.98 -0.46 -0.15 -0.086
C 2.35 -1.60 0.55 0.001
C 2.36 -1.60 1.93 -0.073
C 2.02 -0.44 2.61 -0.063
C 1.68 0.71 1.92 -0.006
C 1.66 0.74 0.52 -0.224
O 1.46 1.84 -0.22 -0.028
C 0.53 2.84 0.16 -0.163
C -0.86 2.48 -0.37 -0.127
C -1.52 1.36 0.43 -0.191
N -2.60 0.76 -0.33 -0.166
C -3.68 0.20 0.47 -0.165
C -3.31 -1.14 1.12 -0.195
O -2.91 -2.08 0.14 -0.132
C -1.83 -1.59 -0.62 -0.185
C -2.15 -0.25 -1.28 -0.148
H 2.60 -2.49 -0.02 0.123
H 2.63 -2.49 2.47 0.106
H 2.02 -0.43 3.69 0.109
H 1.45 1.61 2.48 0.114
H 0.51 3.00 1.24 0.115
H 0.89 3.75 -0.33 0.131
H -0.75 2.16 -1.41 0.111
H -1.49 3.37 -0.36 0.118
H -0.76 0.62 0.72 0.102
H -1.94 1.78 1.36 0.129
H -3.98 0.92 1.23 0.118
H -4.53 0.04 -0.20 0.124
H -4.17 -1.57 1.63 0.123
H -2.49 -0.99 1.85 0.122
H -1.63 -2.35 -1.38 0.128
H -0.94 -1.49 0.03 0.113
H -1.28 0.11 -1.82 0.096
H -2.97 -0.40 -2.00 0.128
```

***

A single C4H7N3O molecule in a non-equilibrium geometry. Source: OMol25; level of theory: wB97M-V/def2-TZVPD.

Its HOMO energy is -9.618 eV. Its SMILES is N#CCN/N=C\CO. Its total charge is 0. The frontier orbital gap comes out at 10.24 eV.

Structure (XYZ):
```
15
Properties=species:S:1:pos:R:3:lowdin_charge:R:1
N -3.40 0.05 -0.74 0.155
C -2.42 -0.24 -0.23 -0.238
C -1.16 -0.70 0.26 -0.217
N -0.51 0.31 1.18 -0.104
N -0.20 1.51 0.43 0.017
C 0.77 1.25 -0.45 -0.076
C 1.75 -0.04 -0.59 -0.247
O 1.39 -1.24 0.04 -0.150
H -0.55 -0.95 -0.64 0.123
H -1.22 -1.67 0.79 0.134
H -1.23 0.46 1.88 0.113
H 0.92 2.24 -0.96 0.109
H 1.91 -0.33 -1.66 0.118
H 2.83 0.25 -0.30 0.135
H 1.12 -0.91 0.99 0.129
```

***

Calculated ΔE to the lowest compared entry with this formula, charge and spin in order - 4.272; 5.481; 3.854 eV
Calculated DFT total energy in order - -366.190571; -916.504952; -396.006769 a.u.